Molecular formula: C7H7N3O
Method: DFT, the ωB97M-V functional and the def2-TZVPD basis

The calculation puts the energy relative to the best compared isomer or geometry (same formula, charge and spin) at 58.4 kcal/mol. As for the total charge: +2. The SMILES is [NH2+]=C=[NH+]c1ccccc1N=O. Its frontier orbital gap (spin up / spin down) is 0.2644 / 0.2707 Eh.

Atoms and positions in Å:
N 2.1406 2.7515 1.3222
C 1.5868 1.9349 0.5273
N 0.5200 1.1531 0.5950
C 0.1109 -0.0911 0.1587
C -1.2775 -0.3441 0.0777
C -1.6391 -1.4588 -0.6417
C -0.8224 -2.5040 -1.1007
C 0.5255 -2.3504 -0.9495
C 1.0250 -1.1732 -0.2911
N 2.3102 -1.2766 -0.1331
O 3.2181 -1.8522 -0.5926
H 2.8502 3.4346 1.1064
H 1.9913 2.6190 2.3423
H -0.3836 1.4866 1.1038
H -1.9235 0.4223 0.5044
H -2.6153 -1.6910 -0.9250
H -1.1963 -3.2345 -1.7598
H 1.3135 -3.0866 -1.3143